## a
13
Properties=species:S:1:pos:R:3:lowdin_charge:R:1 method="wB97M-V/def2-TZVPD" lumo_energy_ha=-0.128 mol_weight_g_mol=110.2 homo_energy_ev=-11.90 total_charge=+1 homo_lumo_gap_ev=8.42
S 0.532 -0.214 0.555 0.468
S 2.487 -0.240 0.515 0.426
H -0.244 0.087 1.647 -0.036
H 2.814 0.963 -0.015 -0.145
C -2.025 -0.262 -0.524 -0.267
C -0.741 -0.116 -0.998 -0.394
N -3.011 0.812 -0.655 0.154
H -2.367 -1.106 0.025 0.097
H -0.303 -0.890 -1.642 0.092
H -0.564 0.824 -1.548 0.098
H -3.676 0.777 0.119 0.167
H -2.591 1.741 -0.630 0.167
H -3.563 0.728 -1.516 0.172

## b
13
Properties=species:S:1:pos:R:3:lowdin_charge:R:1 method="wB97M-V/def2-TZVPD" lumo_energy_ha=-0.191 mol_weight_g_mol=110.2 homo_energy_ev=-14.03 total_charge=+1 homo_lumo_gap_ev=8.84
C -1.871 -1.398 -0.236 -0.042
C 1.034 1.294 0.039 -1.292
N 1.171 -0.154 0.196 0.142
S 1.969 2.088 1.141 0.926
S 0.063 1.925 -1.080 0.813
H -2.256 -2.300 -0.795 0.067
H -1.462 -0.749 -0.980 -0.031
H -1.028 -1.825 0.258 -0.003
H 1.702 -0.462 0.955 0.128
H 1.611 -0.522 -0.586 0.141
H 0.156 -0.485 0.100 0.117
H 1.648 3.358 0.826 -0.048
H -2.736 -0.769 0.163 0.083

## c
13
Properties=species:S:1:pos:R:3:lowdin_charge:R:1 method="wB97M-V/def2-TZVPD" lumo_energy_ha=-0.151 smiles=[NH3+]CCSS mol_weight_g_mol=110.2 homo_energy_ev=-12.65 total_charge=+1 homo_lumo_gap_ev=8.54
N 0.983 1.502 0.730 0.133
C 0.456 0.066 0.806 -0.301
C -0.104 -0.316 -0.481 -0.623
S -0.611 -2.085 -0.354 0.453
S -1.688 -2.224 -2.156 0.340
H 1.907 1.494 0.162 0.209
H 0.331 2.149 0.247 0.174
H 1.080 1.892 1.698 0.181
H 1.379 -0.654 1.124 0.183
H -0.320 0.292 1.722 0.190
H 0.592 -0.089 -1.375 0.129
H -1.034 0.225 -0.553 0.067
H -2.971 -2.252 -1.571 -0.134

## d
13
Properties=species:S:1:pos:R:3:lowdin_charge:R:1 method="wB97M-V/def2-TZVPD" lumo_energy_ha=-0.125 mol_weight_g_mol=110.2 homo_energy_ev=-13.65 total_charge=+1 homo_lumo_gap_ev=10.25
C 1.409 -0.659 -0.568 -0.141
C 2.421 0.037 -0.082 0.090
N 0.232 -0.956 0.276 0.168
H 1.312 -1.067 -1.563 0.126
H 3.158 0.360 -0.803 0.090
H 2.510 0.231 0.977 0.087
H 0.461 -1.026 1.269 0.171
H -0.437 -0.170 0.173 -0.006
H -0.220 -1.836 0.056 0.167
S -2.956 0.425 0.792 0.284
S -1.784 1.647 -0.443 0.304
H -3.568 1.415 1.470 -0.174
H -2.538 1.598 -1.555 -0.166

Tell me which of them is the most stable. Sure, it is d.

## a
19
Properties=species:S:1:pos:R:3:lowdin_charge:R:1 method="wB97M-V/def2-TZVPD" lumo_energy_ha=0.028 smiles="C=CC.C=CS.S" mol_weight_g_mol=136.3 homo_energy_ev=-8.62 total_charge=0 homo_lumo_gap_ev=9.37
C 1.003 0.773 -1.430 -0.080
C -0.296 0.885 -1.218 -0.245
C -1.396 0.259 -1.985 -0.106
H 1.504 0.351 -2.278 0.018
H 1.547 1.344 -0.752 0.034
H -0.631 1.190 -0.194 0.037
H -1.996 1.068 -2.354 0.070
H -1.027 -0.315 -2.826 0.074
H -2.062 -0.398 -1.450 0.066
C -0.404 -0.539 3.288 -0.073
C -0.534 0.251 2.192 -0.533
S -2.191 0.781 1.845 0.733
H -1.263 -0.756 3.784 0.000
H 0.615 -0.781 3.469 0.047
H 0.245 0.676 1.596 0.036
H -2.669 0.433 3.003 -0.164
S 2.678 -1.880 -1.247 0.495
H 3.381 -0.701 -1.520 -0.154
H 3.497 -2.642 -1.922 -0.256

## b
19
Properties=species:S:1:pos:R:3:lowdin_charge:R:1 method="wB97M-V/def2-TZVPD" lumo_energy_ha=0.026 smiles=CCCSSCC mol_weight_g_mol=136.3 homo_energy_ev=-7.71 total_charge=0 homo_lumo_gap_ev=8.42
C -1.536 3.059 -1.433 -0.132
C -1.532 1.619 -1.892 -0.286
C -0.302 1.012 -1.148 -0.612
S -0.566 0.025 0.352 0.451
S 1.295 -0.938 0.445 0.474
C 0.880 -2.087 1.877 -0.570
C 1.953 -3.127 2.031 -0.183
H -2.436 3.532 -1.719 0.052
H -0.586 3.696 -1.468 0.109
H -1.706 2.970 -0.377 0.060
H -1.222 1.426 -2.908 0.098
H -2.447 1.218 -1.664 0.074
H 0.161 0.086 -1.783 0.078
H 0.571 1.729 -0.976 0.087
H 0.683 -1.368 2.650 0.047
H -0.048 -2.603 1.714 0.057
H 2.835 -2.658 2.471 0.076
H 2.227 -3.670 1.137 0.071
H 1.777 -3.921 2.690 0.050

Tell me which of them is the most stable. Sure, it is b.

## a
61
Properties=species:S:1:pos:R:3:lowdin_charge:R:1 method="wB97M-V/def2-TZVPD" lumo_energy_ha=-0.102 mol_weight_g_mol=361.3 homo_energy_ev=-13.29 total_charge=+1 homo_lumo_gap_ev=10.52
O 1.196 -4.910 -1.102 -0.026
H 1.057 -5.819 -1.256 0.042
O 2.405 -0.800 -1.902 0.016
H 1.544 -0.611 -1.341 0.119
H 2.345 -0.195 -2.725 0.093
O 0.362 4.754 0.083 -0.096
H -0.014 4.112 -0.466 -0.053
H -0.314 5.163 0.793 0.125
O 1.642 3.395 -2.422 -0.057
H 2.084 4.250 -2.350 0.053
H 1.137 3.230 -1.597 0.007
O 2.628 2.215 0.863 -0.042
H -1.356 -3.107 0.748 0.022
H 3.148 3.060 0.911 0.116
O -0.984 -4.016 0.584 -0.090
H -1.479 -2.650 -2.998 0.007
H -0.631 -4.324 1.459 0.074
O -2.224 -2.066 -3.032 -0.059
H -2.568 -2.497 -2.163 0.107
H 2.045 -1.834 -2.315 0.060
O -0.326 2.314 0.593 -0.081
H 0.277 2.683 1.326 0.088
H -0.492 1.442 0.907 -0.009
O -2.067 1.253 -1.469 -0.056
H -1.315 1.892 -1.600 0.073
H 3.035 1.648 0.215 0.061
O -3.564 2.820 -2.788 -0.082
H -4.258 3.094 -3.394 0.045
H -3.139 1.950 -2.958 0.034
O -2.681 5.237 0.494 -0.073
H -2.496 4.309 0.428 -0.004
H -2.008 5.706 -0.121 0.082
O 1.727 0.808 2.858 -0.081
H 2.584 0.456 3.018 0.025
H 1.884 1.527 2.161 0.010
O 3.967 -3.149 2.774 -0.052
H 3.440 -2.943 3.570 0.044
H 3.491 -3.514 2.048 0.005
O -1.101 0.214 2.573 -0.077
H -0.153 0.162 2.329 0.023
H -1.075 0.622 3.456 0.069
O 0.025 -0.392 -1.921 -0.057
H -0.636 -1.141 -1.881 0.076
H -0.466 0.411 -1.705 0.019
O -3.438 -1.463 4.151 -0.025
H -2.732 -2.062 4.325 0.018
H -3.321 -0.771 4.804 0.050
O -2.486 -1.579 1.284 -0.112
H -2.378 -1.335 2.245 0.015
H -3.309 -1.034 1.215 0.074
O 2.212 -2.948 -2.895 0.056
H 2.034 -3.714 -2.300 0.075
H 2.915 -2.973 -3.592 0.149
O 0.349 -1.925 4.584 -0.025
H 0.249 -2.719 5.127 0.052
H 0.663 -1.222 5.078 -0.006
O 1.523 0.551 -4.055 -0.049
H 1.355 -0.124 -4.744 0.086
H 1.686 1.354 -4.584 0.083
H 0.713 -4.514 -0.364 0.016
H -2.711 1.716 -0.968 0.043

## b
61
Properties=species:S:1:pos:R:3:lowdin_charge:R:1 method="wB97M-V/def2-TZVPD" lumo_energy_ha=-0.097 mol_weight_g_mol=361.3 homo_energy_ev=-13.21 total_charge=+1 homo_lumo_gap_ev=10.56
O -1.996 2.985 -4.050 -0.067
H -1.118 -5.085 0.006 0.057
O -4.243 -1.973 0.310 -0.096
H -5.022 -1.963 -0.291 0.052
H -1.983 -3.616 2.072 0.015
O 3.057 -0.565 -4.612 -0.043
H 3.914 -0.104 -4.539 0.039
H 2.785 -0.180 -5.413 0.012
O 2.412 2.267 4.111 -0.069
H 3.238 2.705 4.354 0.050
H -1.306 4.226 2.851 0.032
O 3.206 -1.854 -0.345 -0.091
H 3.661 1.143 -2.302 0.029
H 2.368 2.519 3.178 0.014
O -0.204 -4.723 -0.075 -0.055
H -0.627 -2.581 -0.193 0.103
H 2.966 -2.782 -0.591 0.079
O 0.505 0.022 1.453 0.098
H -0.230 -1.283 3.323 0.141
H 0.192 -0.524 -0.861 0.045
O -1.871 2.507 4.572 -0.037
H -1.538 3.153 5.177 0.047
H -2.538 2.829 3.950 0.043
O 4.376 1.309 -2.926 -0.050
H 4.964 2.070 -2.810 0.063
H 4.042 -1.715 0.157 0.071
O -2.431 -2.398 -4.175 -0.059
H 0.113 -5.447 -0.593 0.031
H -3.214 -2.336 -4.758 0.057
O 0.107 0.306 -4.252 -0.027
H 0.115 -0.194 -5.073 0.058
H 1.153 0.183 2.159 0.143
O -0.693 -1.622 0.137 -0.092
H -1.675 -1.545 0.053 0.089
H 1.370 3.081 -1.239 0.022
O 1.588 -1.143 -1.922 -0.070
H 1.761 -1.584 -2.768 0.071
H 2.417 -0.697 -1.883 0.017
O -0.231 0.137 4.363 -0.101
H -4.765 -1.704 1.136 0.081
H 0.481 0.711 4.705 0.062
O -1.068 -1.476 2.670 -0.070
H -2.815 -1.910 -3.448 0.017
H -1.311 2.570 -4.571 0.006
O -1.598 4.111 1.941 -0.042
H -0.750 0.176 -3.912 0.004
H -2.208 3.446 1.692 0.027
O 0.737 2.923 -0.568 -0.020
H 0.235 2.149 -0.772 -0.028
H -0.681 0.748 3.611 0.111
O -0.107 0.441 -1.078 -0.150
H -1.547 3.524 -3.360 0.052
H 0.361 0.022 0.422 0.112
O -2.258 -4.560 2.129 -0.069
H -1.620 -0.921 3.227 0.069
H -2.134 -4.771 3.069 0.051
O 0.441 2.812 2.524 -0.102
H 0.754 3.745 2.455 0.088
H 0.125 2.643 1.632 0.014
H -0.063 -0.792 1.894 0.078
H 0.403 0.585 -1.951 0.092

## c
61
Properties=species:S:1:pos:R:3:lowdin_charge:R:1 method="wB97M-V/def2-TZVPD" lumo_energy_ha=-0.125 mol_weight_g_mol=361.3 homo_energy_ev=-12.74 total_charge=+1 homo_lumo_gap_ev=9.33
O -3.402 -3.337 -2.703 -0.131
H -2.322 1.744 1.469 0.039
O -4.380 1.706 -1.146 -0.137
H -4.130 2.065 -2.130 0.111
H 0.971 5.212 1.250 0.126
O -0.623 -1.440 3.103 -0.035
H -0.008 -1.696 2.459 -0.040
H -0.432 -2.013 3.899 0.096
O 4.965 0.078 -0.175 0.011
H 5.243 -0.063 0.697 0.020
H -0.430 -3.261 -3.207 0.071
O 1.703 3.401 3.223 -0.145
H 2.091 -3.968 3.614 0.115
H 5.238 0.943 -0.278 -0.016
O -1.646 1.419 0.912 -0.023
H -1.706 1.482 -2.218 0.085
H 2.352 3.795 2.602 0.017
O 1.122 0.594 1.787 -0.026
H -0.703 2.598 0.148 0.204
H -1.964 -0.777 -1.165 -0.015
O 3.118 -1.693 -3.987 -0.024
H 3.047 -0.747 -4.052 0.024
H 2.723 -2.165 -4.678 0.006
O 2.039 -2.995 3.978 -0.100
H 2.431 -2.413 3.311 -0.002
H 1.678 3.767 4.224 0.134
O -6.002 -0.488 0.453 -0.065
H -0.744 1.441 1.497 0.110
H -5.084 -0.240 0.533 -0.004
O -2.431 -1.735 0.488 0.002
H -1.775 -1.760 1.021 -0.122
H 0.217 0.593 1.994 -0.036
O -1.628 2.484 -2.604 -0.136
H -1.337 2.249 -3.524 0.069
H 1.395 -1.552 0.703 -0.027
O -2.743 0.916 3.704 -0.051
H -3.263 0.949 4.554 0.085
H -2.202 0.159 3.810 -0.021
O 4.262 2.668 -2.576 -0.110
H -5.351 1.798 -1.111 0.034
H 5.051 3.190 -2.147 0.101
O -0.008 2.442 -0.725 0.112
H -5.988 -0.978 -0.400 0.057
H -2.566 -3.611 -2.257 0.030
O -1.233 -3.002 -3.690 -0.077
H -2.641 -2.739 0.766 0.169
H -1.029 -2.053 -3.607 0.046
O 1.736 -2.165 1.237 0.011
H 2.658 -2.336 1.094 0.040
H 4.204 1.793 -2.144 0.011
O -1.794 -0.549 -2.044 0.035
H -3.112 -3.237 -3.680 0.071
H 1.679 0.018 2.342 0.069
O 1.068 4.291 0.852 -0.054
H 0.048 3.248 -1.265 0.131
H 1.947 4.440 0.579 0.028
O 3.956 -3.630 -0.592 -0.024
H 4.189 -2.747 -0.872 0.026
H 3.024 -3.722 -0.512 0.005
H 0.935 2.610 -0.336 0.169
H -2.411 -0.980 -2.478 -0.047

Tell me which of them is the most stable. Sure, it is a.

## a
13
Properties=species:S:1:pos:R:3:lowdin_charge:R:1 method="wB97M-V/def2-TZVPD" lumo_energy_ha="-0.041 / -0.005" mol_weight_g_mol=101.2 homo_energy_ev="-8.30 / -8.20" total_charge=0 homo_lumo_gap_ev="7.19 / 8.05"
C 3.365 0.111 -0.494 -0.474
C -2.200 -0.513 -0.133 -0.154
C -0.471 1.171 0.030 0.001
N 4.063 0.384 -1.385 0.042
O -1.309 0.332 -0.767 -0.219
Si 2.099 -0.546 0.714 0.653
H -1.604 -1.437 0.215 0.113
H -3.004 -0.727 -0.826 0.081
H -2.831 -0.185 0.740 0.099
H 0.112 1.872 -0.633 0.085
H -0.722 1.343 0.981 -0.004
H 2.928 -0.451 2.040 -0.089
H 1.516 -1.848 0.492 -0.135

## b
13
Properties=species:S:1:pos:R:3:lowdin_charge:R:1 method="wB97M-V/def2-TZVPD" lumo_energy_ha=0.005 mol_weight_g_mol=101.2 homo_energy_ev=-9.43 total_charge=0 homo_lumo_gap_ev=9.56
C -0.735 -0.673 -0.270 -0.688
C -1.514 -0.136 0.806 -0.161
C -0.455 0.747 1.437 0.107
N 0.360 0.125 -0.247 -0.112
O -1.013 -1.633 -0.994 0.018
Si 1.768 -0.107 -1.357 0.634
H -2.247 0.522 0.248 0.153
H -2.019 -0.750 1.537 0.118
H -0.605 1.780 1.294 0.062
H 0.334 0.461 2.160 0.101
H 2.593 1.263 -1.368 -0.061
H 1.017 -0.394 -2.511 -0.086
H 2.517 -1.205 -0.735 -0.086

Tell me which of them is the most stable. Sure, it is b.

## a
8
Properties=species:S:1:pos:R:3:lowdin_charge:R:1 method="wB97M-V/def2-TZVPD" lumo_energy_ha=-0.060 smiles="O=C(S)C(=S)S" mol_weight_g_mol=138.2 homo_energy_ev=-9.50 total_charge=0 homo_lumo_gap_ev=7.87
O -0.577 -2.001 0.176 -0.068
C -0.667 -0.727 0.051 -0.758
S -2.306 0.142 -0.104 0.709
C 0.637 0.150 0.075 -1.155
S 0.387 1.752 0.082 0.690
S 2.244 -0.654 -0.092 0.742
H -2.923 -1.120 -0.100 -0.079
H 2.543 0.751 -0.242 -0.080

## b
8
Properties=species:S:1:pos:R:3:lowdin_charge:R:1 method="wB97M-V/def2-TZVPD" lumo_energy_ha=-0.071 smiles="OC(=S)C(=S)S" mol_weight_g_mol=138.2 homo_energy_ev=-9.15 total_charge=0 homo_lumo_gap_ev=7.23
O -0.437 -0.642 -1.754 -0.048
C -0.034 -0.902 -0.511 -0.964
S 0.013 -2.449 0.087 0.717
C 0.215 0.348 0.310 -1.137
S 0.450 1.764 -0.531 0.724
S -0.011 0.136 2.014 0.803
H -0.275 0.311 -1.925 0.015
H 0.079 1.434 2.310 -0.111

Tell me which of them is the most stable. Sure, it is b.